# 1
13
Properties=species:S:1:pos:R:3 method="wB97M-V/def2-TZVPD" e_lumo_ev=1.16 e_above_lowest_kj_mol=371.7 energy_ev=-6784.660
H 2.18 0.23 -0.51
H -1.79 -1.35 0.18
H 0.44 1.43 1.27
H 0.89 -2.16 0.26
H 0.40 2.34 -0.29
C -0.95 -0.76 0.53
C 0.32 1.32 0.16
H -1.47 0.83 -1.10
C 0.40 -1.21 0.01
C 1.13 0.09 -0.37
N 0.26 -0.61 -1.34
H -1.03 -0.57 1.61
C -0.78 0.43 -0.39

# 2
13
Properties=species:S:1:pos:R:3 method="wB97M-V/def2-TZVPD" e_lumo_ev=0.81 e_above_lowest_kj_mol=409.4 energy_ev=-6784.269
H 0.56 0.55 -2.37
H -1.86 0.76 -1.31
C 1.34 -0.22 -0.56
H -1.80 -0.87 0.80
H 0.50 -1.53 1.38
H 1.85 -1.10 -1.06
C 0.33 -0.54 0.98
C 0.24 0.26 -1.36
H 0.96 1.30 1.24
C -1.07 -0.08 0.64
C -0.98 0.35 -0.82
N 1.35 0.35 1.21
H -1.40 0.78 1.25

# 3
13
Properties=species:S:1:pos:R:3 method="wB97M-V/def2-TZVPD" e_lumo_ev=0.96 smiles="C=C=CC.C#N" e_above_lowest_kj_mol=331.3 energy_ev=-6785.079
H 0.08 -0.90 0.99
H -0.12 2.98 0.36
C 0.27 0.84 0.18
C -2.73 -0.70 0.25
N -2.17 -0.07 -0.47
H -3.29 -1.36 0.92
H 2.43 -0.13 -0.88
C 0.71 -0.37 0.30
H -0.96 1.98 -0.87
C -0.28 1.97 -0.08
C 1.97 -0.99 -0.31
H 1.72 -1.85 -0.94
H 2.37 -1.41 0.56

# 4
13
Properties=species:S:1:pos:R:3 method="wB97M-V/def2-TZVPD" e_lumo_ev=1.18 smiles="C=NC1(C)C=C1" e_above_lowest_kj_mol=439.7 energy_ev=-6783.955
H 1.32 -1.78 0.83
H -3.01 -0.35 -0.20
C 1.32 -1.30 -0.07
H 0.62 1.52 1.62
H 0.99 -2.08 -0.87
C 0.54 1.12 0.71
C 0.18 -0.23 0.11
H -2.10 1.23 0.17
N -1.16 -0.58 -0.03
H 0.75 1.67 -1.52
H 2.18 -0.72 -0.16
C -2.15 0.20 -0.02
C 0.53 1.29 -0.57

# 5
13
Properties=species:S:1:pos:R:3 method="wB97M-V/def2-TZVPD" e_lumo_ev=1.08 smiles="C=C=NCC=C" e_above_lowest_kj_mol=216.0 energy_ev=-6786.274
C 1.46 -0.28 0.26
H -1.14 -1.61 1.00
H 2.77 1.17 -0.44
C -1.32 0.33 -1.04
C 2.29 0.22 -0.62
H -0.89 -0.53 -1.56
N 0.75 -0.80 1.11
H -1.73 1.11 -1.66
C -1.31 0.42 0.29
H -1.74 1.30 0.76
H -0.93 -0.40 2.24
C -0.71 -0.62 1.20
H 2.49 -0.31 -1.54

# 6
13
Properties=species:S:1:pos:R:3 method="wB97M-V/def2-TZVPD" e_lumo_ev=1.14 smiles=C1[C@H]2CN3[C@H]2[C@H]13 e_above_lowest_kj_mol=303.2 energy_ev=-6785.370
H 1.24 -1.63 0.07
H 2.05 -0.22 -0.68
H 1.24 0.73 1.79
C -0.15 1.18 0.01
H -0.30 2.25 -0.13
C -1.26 -0.60 0.01
H -2.25 -0.31 -0.34
C -0.14 -0.09 -0.90
N -0.80 0.37 1.05
H -0.22 0.14 -1.95
H -1.26 -1.65 0.33
C 0.70 0.39 0.92
C 1.14 -0.56 -0.18

# 7
13
Properties=species:S:1:pos:R:3 method="wB97M-V/def2-TZVPD" e_lumo_ev=1.09 smiles=Cc1cc[nH]c1 e_above_lowest_kj_mol=56.8 energy_ev=-6787.924
C -0.29 -0.67 -0.85
H -1.01 -1.20 -1.45
C -0.39 0.20 0.21
H 2.84 0.20 -0.51
C 0.90 0.78 0.32
C -1.60 0.34 1.09
N 1.05 -0.81 -1.23
H -1.40 1.05 1.89
C 1.77 0.09 -0.48
H -2.42 0.62 0.43
H 1.16 -1.43 -1.99
H -1.79 -0.66 1.48
H 1.16 1.50 1.08

# 8
13
Properties=species:S:1:pos:R:3 method="wB97M-V/def2-TZVPD" e_lumo_ev=0.52 e_above_lowest_kj_mol=363.2 energy_ev=-6784.748
C 1.83 0.05 0.11
H -2.13 -1.92 -0.57
C -0.39 -1.14 -0.28
H 2.15 -0.54 0.98
N -1.69 -1.07 -0.18
H -2.40 1.58 0.73
H 2.17 1.08 0.26
H 0.14 -2.06 -0.58
C 0.35 0.03 -0.02
C -1.83 1.08 -0.08
C -0.47 1.13 0.10
H -0.05 2.12 0.31
H 2.31 -0.35 -0.78